# 1
Here is a cluster of 2 separate species, C4H6O2 in total from the Open Molecules 2025 dataset. Energies are from ωB97M-V/def2-TZVPD.

XYZ file:
```
12
Properties=species:S:1:pos:R:3:forces:R:3
O -1.47519 2.34454 1.45125 0.64 0.42 -0.77
C -0.79756 2.62764 0.58752 -0.84 0.38 1.56
O -0.79872 0.65733 -0.82925 0.15 -0.05 -0.29
C -0.45211 -0.40461 0.01754 -0.03 -0.19 0.03
C 0.94438 -0.54249 0.54426 0.15 0.11 0.08
C 0.45289 -1.43565 -0.56878 0.02 -0.20 -0.12
H -0.23309 1.43505 -0.67776 -0.09 -0.70 -0.26
H -1.26573 -0.74107 0.66250 0.14 0.19 -0.22
H 1.65880 0.23780 0.29349 -0.09 -0.14 -0.02
H 1.08810 -0.98027 1.52929 -0.09 0.14 -0.18
H 0.79678 -1.20249 -1.57204 -0.03 -0.09 0.16
H 0.27060 -2.48626 -0.36881 0.06 0.14 0.02
```
Forces are in eV/Å.

Properties
**E**: -8338.37185 eV
**Lowest unoccupied orbital energy**: 1.11 eV
**ΔE to the lowest compared entry with this formula, charge and spin**: 48.2 kcal per mole
**HOMO level**: -9.84 eV

# 2
Here is an isolated molecule of H3NP2S from the Open Molecules 2025 dataset. Energies are from ωB97M-V/def2-TZVPD.

XYZ file:
```
7
Properties=species:S:1:pos:R:3:forces:R:3
N -1.93944 -0.50534 0.25274 -1.35 0.86 0.69
P -0.71003 -1.34162 -0.03097 1.61 -1.13 -0.09
P 1.10200 0.26718 -0.10385 0.24 2.28 -0.13
S 3.10513 0.31926 0.15744 -1.41 -0.85 -0.38
H -2.86715 -0.93833 0.41559 0.86 0.32 -0.41
H 0.63203 0.79904 -1.39601 0.47 -0.48 0.81
H 0.67746 1.39981 0.70506 -0.43 -1.00 -0.47
```
Forces are in eV/Å.

Properties
**E**: -30949.76729 eV
**Lowest unoccupied orbital energy**: -1.29 eV
**ΔE to the lowest compared entry with this formula, charge and spin**: 46.4 kcal per mole
**HOMO level**: -8.34 eV

# 3
Here is a cluster of 2 separate species, C4H13NO2 in total from the Open Molecules 2025 dataset. Energies are from ωB97M-V/def2-TZVPD.

XYZ file:
```
20
Properties=species:S:1:pos:R:3:forces:R:3
C -1.71843 1.43669 1.61719 1.29 1.38 1.00
C -1.91776 0.70726 0.33544 0.81 -0.88 -1.30
C -1.57058 -0.79233 0.41853 -0.09 -0.58 1.61
C -0.12097 -1.27530 0.72916 0.53 -0.94 -1.32
O 0.83525 -0.76307 -0.20427 -0.06 0.48 0.68
N -0.95606 1.32271 -0.64101 -0.98 1.34 0.26
H -2.07831 1.05103 2.56817 -0.33 -0.59 -0.30
H -0.62723 1.56876 1.74251 -0.30 -0.14 0.13
H -2.09473 2.46755 1.56906 -0.11 -0.18 -0.20
H -2.96182 0.82670 0.00814 0.17 -0.23 -0.03
H -1.87331 -1.38774 -0.44218 -0.23 0.47 -0.25
H -2.18848 -1.11899 1.27041 0.03 -0.42 -0.27
H -0.02867 -2.34255 0.46031 -0.80 0.11 0.42
H 0.25579 -1.27387 1.76360 -0.41 0.83 -0.04
H 0.67699 0.18921 -0.21142 0.07 0.20 -0.38
H -1.25897 1.18049 -1.59487 0.00 -0.72 -0.24
H -1.11546 2.33329 -0.57405 0.40 -0.12 0.22
H 6.52564 -0.81928 -2.49355 0.24 0.40 0.38
H 5.74029 -1.61391 -3.45799 -0.53 -0.23 -0.50
O 6.47682 -1.69667 -2.86319 0.29 -0.18 0.12
```
Forces are in eV/Å.

Properties
**E**: -9943.24327 eV
**Lowest unoccupied orbital energy**: 0.86 eV
**ΔE to the lowest compared entry with this formula, charge and spin**: 22.0 kcal per mole
**HOMO level**: -9.65 eV

# 4
Here is an isolated molecule of C6H14O from the Open Molecules 2025 dataset. Energies are from ωB97M-V/def2-TZVPD.

XYZ file:
```
21
Properties=species:S:1:pos:R:3:forces:R:3
C 2.57095 -1.76276 1.49417 0.04 -0.01 0.05
C 1.64272 -1.39259 0.33485 0.01 0.01 -0.06
C 0.52429 -0.42518 0.72321 -0.01 0.02 0.03
C -0.30135 0.02117 -0.48300 0.01 -0.01 -0.06
C -1.28278 1.15067 -0.17850 -0.01 0.03 0.03
C -1.95379 1.67403 -1.43598 0.29 -0.36 -0.07
O -2.81351 2.73809 -1.07470 -0.19 0.17 -0.20
H 3.55481 -2.07404 1.12981 -0.14 -0.03 0.06
H 2.16575 -2.58288 2.09493 0.00 0.13 -0.04
H 2.72629 -0.90981 2.16491 0.00 -0.08 -0.12
H 2.22981 -0.92910 -0.46896 -0.07 -0.03 0.11
H 1.20716 -2.30392 -0.09666 0.07 0.13 0.03
H -0.12875 -0.88115 1.48114 0.09 0.05 -0.10
H 0.97260 0.46026 1.19701 -0.06 -0.11 -0.07
H -0.84275 -0.84139 -0.89794 0.08 0.11 0.05
H 0.38963 0.35553 -1.27153 -0.08 -0.04 0.10
H -2.05595 0.81756 0.52526 0.10 0.02 -0.08
H -0.75671 1.98607 0.30181 -0.05 -0.11 -0.06
H -1.17994 2.01237 -2.14554 -0.14 -0.01 0.12
H -2.51209 0.85940 -1.92710 0.05 0.14 0.09
H -3.21376 3.08460 -1.88053 0.01 0.00 0.18
```
Forces are in eV/Å.

Properties
**E**: -8496.50293 eV
**Lowest unoccupied orbital energy**: 1.01 eV
**ΔE to the lowest compared entry with this formula, charge and spin**: 9.0 kcal per mole
**HOMO level**: -10.30 eV

# 5
Here is a structure of composition C5H6O2Sn from the Open Molecules 2025 dataset. Energies are from ωB97M-V/def2-TZVPD.

XYZ file:
```
14
Properties=species:S:1:pos:R:3:forces:R:3
C -1.85494 -0.15027 -0.20655 1.46 0.57 0.30
C -0.69014 0.11655 0.03576 -1.80 0.22 -0.35
C 0.63348 0.67616 0.32131 0.21 -0.42 0.07
C 1.01872 1.75586 -0.65756 -0.45 -0.98 -0.45
O 1.54660 2.79912 -0.33739 0.04 0.34 -0.37
Sn 1.64480 3.96363 1.54493 0.15 0.35 0.61
H -2.90722 -0.25435 -0.40816 0.52 -0.24 0.08
H 1.39403 -0.11838 0.21555 -0.07 0.20 0.09
H 0.69945 1.05787 1.34931 -0.05 0.00 -0.19
H 0.81007 1.54620 -1.72523 0.13 0.11 0.27
C -0.85539 -2.52667 -0.55357 -0.57 -0.79 -0.65
O -0.40839 -3.05176 0.55751 0.66 -0.39 0.09
H 0.05687 -2.21355 -1.11130 -0.02 0.52 0.44
H -1.08793 -3.60040 0.97540 -0.23 0.52 0.06
```
Forces are in eV/Å.

Properties
**E**: -15200.53045 eV
**Lowest unoccupied orbital energy (alpha / beta)**: -0.18 / -0.29 eV
**HOMO level (alpha / beta)**: -5.87 / -5.87 eV

# 6
Here is an isolated molecule of C5H13N3O from the Open Molecules 2025 dataset. Energies are from ωB97M-V/def2-TZVPD.

XYZ file:
```
22
Properties=species:S:1:pos:R:3:forces:R:3
C -1.06192 0.15389 -0.20938 2.21 0.22 -0.23
C -1.39209 1.50281 -0.84785 0.04 0.07 0.02
C -1.65992 0.07568 1.18368 -0.16 -0.31 0.30
N 0.19682 -2.12882 0.33464 0.66 -1.14 1.40
O 0.24018 -2.47991 1.47896 0.10 0.87 -2.09
H -1.51780 -0.61723 -0.83539 0.44 -0.12 0.03
H -1.19275 0.77833 1.87699 0.07 -0.05 -0.02
H -0.94825 1.61199 -1.84094 0.02 -0.01 0.08
H -1.05625 2.33884 -0.22517 -0.02 -0.10 -0.09
H -2.47722 1.61175 -0.96859 0.14 -0.08 0.07
H -2.73010 0.31809 1.16243 0.15 0.18 -0.21
H -1.63446 -0.92878 1.61554 0.24 0.21 -0.02
C 1.43778 1.06910 0.58107 -0.13 0.16 -0.08
N 2.03421 -1.76006 -1.18714 -0.69 -0.34 0.39
C 0.78933 0.02930 -0.32102 -3.32 1.90 0.23
N 1.37338 -1.23747 -0.03528 0.21 -1.36 0.20
H 1.35127 -2.03113 -1.89775 -0.06 0.09 -0.05
H 2.51856 -2.61230 -0.91250 0.01 0.25 0.09
H 0.87466 0.31873 -1.37235 0.30 -0.30 0.06
H 1.31934 0.79246 1.63350 -0.01 0.03 -0.15
H 2.51132 1.12939 0.36833 -0.15 -0.13 0.03
H 1.02391 2.06533 0.41822 -0.04 -0.03 0.05
```
Forces are in eV/Å.

Properties
**E**: -11909.14386 eV
**Lowest unoccupied orbital energy**: -0.10 eV
**ΔE to the lowest compared entry with this formula, charge and spin**: 126.2 kcal per mole
**HOMO level**: -8.82 eV

Calculated largest force on an atom in order - 1.81, 2.30, 2.13, 0.47, 1.85, 3.84 eV/A